106
Properties=species:S:1:pos:R:3 method="wB97M-V/def2-TZVPD" fmax_ev_per_a=3.9 e_tot_ev=-216545.2561 de_lowest_kj_mol=161.0 e_lumo_ev="0.109 / 0.109" homo_lumo_gap_ha="0.25327 / 0.25331"
Mn -0.07346 0.80229 -0.85732
S -1.33264 -1.43389 1.11227
P -0.11421 -0.18013 2.26565
C 0.57676 1.12843 1.34498
P -0.70016 2.34209 1.23667
S -2.16756 1.84126 -0.03706
C -1.42057 3.01636 2.77267
C -2.78341 3.24390 2.87895
C -3.29386 3.78378 4.04442
C -2.44632 4.09543 5.09416
C -1.08361 3.86766 4.98319
C -0.56626 3.33211 3.82038
C 0.08179 3.88847 0.66604
C 1.43286 4.13575 0.86739
C 1.95932 5.37488 0.54679
C 1.14013 6.36572 0.03207
C -0.20910 6.11901 -0.16790
C -0.74013 4.88581 0.15519
C 1.20342 -1.33713 2.74763
C 0.85712 -2.55769 3.32002
C 1.83529 -3.48939 3.60638
C 3.16236 -3.20976 3.31946
C 3.51061 -1.99667 2.74873
C 2.53278 -1.05817 2.45938
C -1.12114 0.08174 3.75212
C -2.50139 0.13768 3.60438
C -3.30445 0.31505 4.71216
C -2.73005 0.45537 5.96521
C -1.35182 0.42999 6.10628
C -0.53803 0.24463 5.00209
H -3.42499 2.98776 2.04753
H -4.35526 3.95980 4.13362
H -2.84533 4.53244 5.99737
H -0.42459 4.11014 5.80395
H 0.49454 3.14732 3.70975
H 2.05187 3.35167 1.28477
H 3.01083 5.57377 0.70441
H 1.55366 7.33391 -0.21292
H -0.84845 6.89244 -0.56670
H -1.79465 4.68013 0.02038
H -0.18519 -2.77066 3.51063
H 1.56854 -4.43927 4.04430
H 3.92384 -3.94453 3.53580
H 4.54838 -1.78898 2.52575
H 2.77890 -0.10826 2.00263
H -2.93416 0.01827 2.62074
H -4.37775 0.33734 4.59880
H -3.36108 0.58468 6.83276
H -0.91138 0.55008 7.08564
H 0.53966 0.21079 5.09878
C -1.13904 -0.24402 -5.47741
Te 0.16607 -0.42765 -3.76558
C 1.71350 0.50027 -4.97623
H -2.17250 -0.21839 -5.13943
H -0.99508 -1.08845 -6.14468
H -0.90441 0.68783 -5.99105
H 1.50081 1.56178 -5.10175
H 2.69476 0.36794 -4.52586
H 1.70235 0.01455 -5.94758
Cl 1.86119 0.74748 -1.79078
C 1.25860 2.28468 -2.28459
C 2.00130 3.44223 -2.19538
C 1.43145 4.62515 -2.63311
C 0.13026 4.62830 -3.11813
C -0.59510 3.45889 -3.21191
Cl -2.17889 3.46956 -3.89864
C -0.05043 2.22107 -2.80828
N -0.73553 1.05860 -2.90833
H 3.00243 3.41126 -1.79257
H 1.99786 5.54184 -2.60224
H -0.31369 5.54965 -3.45865
C -0.44784 -0.89882 -0.37578
Ge -0.07220 -2.60079 -1.37299
C -0.05477 -4.28905 -0.32239
C 1.05469 -5.12286 -0.36236
C 1.09677 -6.27416 0.40360
C 0.02833 -6.60337 1.21849
C -1.08482 -5.78328 1.25787
C -1.12893 -4.63994 0.48192
C -1.53515 -2.73665 -2.72783
C -1.82979 -3.87288 -3.46611
C -2.96159 -3.91414 -4.26496
C -3.81167 -2.82147 -4.33377
C -3.52339 -1.68175 -3.60195
C -2.39224 -1.63838 -2.80317
C 1.81424 -2.49243 -2.04479
C 2.22385 -2.83882 -3.32583
C 3.54160 -2.67569 -3.71823
C 4.46133 -2.11996 -2.83998
C 4.06875 -1.78627 -1.55316
C 2.76027 -2.00119 -1.15210
H 1.88954 -4.86438 -1.00056
H 1.97099 -6.90673 0.37615
H 0.06482 -7.49628 1.82407
H -1.91725 -6.02357 1.90142
H -1.99552 -3.99601 0.50421
H -1.18363 -4.73944 -3.39661
H -3.19015 -4.81318 -4.82102
H -4.71094 -2.86431 -4.93298
H -4.18240 -0.82578 -3.63606
H -2.22080 -0.77753 -2.15478
H 1.50065 -3.27067 -4.00835
H 3.85486 -2.98503 -4.70581
H 5.48067 -1.95308 -3.16050
H 4.77932 -1.36079 -0.85641
H 2.45484 -1.76731 -0.13745